1.
Entry from the Open Molecules 2025 dataset: one molecule with the formula C4H10N4O (ωB97M-V/def2-TZVPD).

Values from the calculation:
E_HOMO = -7.63 eV
energy above the lowest of the compared OMol25 structures with the same formula, charge and spin = 89.3 kcal/mol
gap between HOMO and LUMO = 0.2970 hartree

CARTESIAN COORDINATES (ANGSTROEM)
C: 1.94761 0.11242 0.89927
C: -0.47101 0.69124 0.19721
C: -0.74972 0.34782 -1.21393
C: 0.54433 -0.34243 0.60383
N: -1.43597 1.17349 1.14043
N: -1.84025 0.04047 -2.00389
N: 0.49692 -0.96127 -1.11201
O: 0.03546 -1.28518 1.44804
N: -0.10561 1.49155 -0.96794
H: 0.68578 -1.98682 1.58257
H: -1.05858 1.95595 1.66400
H: -1.71267 0.45272 1.79763
H: -2.48404 -0.64105 -1.62584
H: -2.28355 0.86067 -2.39241
H: 1.13059 -0.63315 -1.83782
H: 0.46674 -1.97736 -1.11769
H: 2.65280 -0.71894 0.85049
H: 2.21898 0.88264 0.18086
H: 1.96220 0.53722 1.90720

2.
Entry from the Open Molecules 2025 dataset: a 3-piece molecular cluster, C13H24FO10PS overall (ωB97M-V/def2-TZVPD).

Values from the calculation:
E_HOMO = -10.20 eV
energy above the lowest of the compared OMol25 structures with the same formula, charge and spin = 28.3 kcal/mol
SMILES = C[C@H](F)[C@H]1OC(=O)O[C@]1(S)[PH2]=O.CCOC(=O)OC.CCOC(=O)OC
gap between HOMO and LUMO = 0.3746 hartree

CARTESIAN COORDINATES (ANGSTROEM)
C: 1.04808 -3.33222 1.90278
C: 0.29323 -1.92655 1.66110
F: 0.85534 -1.03109 2.65087
C: -1.26466 -1.97768 1.96594
O: -1.68350 -0.58020 1.71671
C: -2.24517 -0.49976 0.40839
O: -2.25051 0.41191 -0.43770
O: -2.95394 -1.70866 0.11002
C: -2.26576 -2.67869 0.94394
S: -1.63953 -3.90985 -0.28702
P: -3.65054 -3.40759 2.05358
O: -5.02033 -3.25235 1.39146
H: 1.25197 -3.74179 0.85608
H: 0.31599 -3.99723 2.48120
H: 2.01653 -3.21455 2.47005
H: 0.55239 -1.49149 0.64148
H: -1.48125 -2.06316 3.08030
H: -0.60654 -4.66893 0.22903
H: -3.30563 -4.76597 2.37230
H: -3.63935 -2.67903 3.30490
C: 5.79732 -1.42035 -4.10761
C: 5.41398 -2.34476 -2.96815
O: 4.33230 -1.79570 -2.20423
C: 3.11462 -1.93793 -2.74558
O: 2.85959 -2.48412 -3.78816
O: 2.22760 -1.34440 -1.93181
C: 0.89072 -1.34775 -2.43291
H: 6.00325 -0.41464 -3.73325
H: 6.68173 -1.79428 -4.62668
H: 4.98594 -1.33029 -4.83257
H: 6.25774 -2.45021 -2.28406
H: 5.16339 -3.34566 -3.32882
H: 0.57011 -2.35606 -2.70209
H: 0.81207 -0.67770 -3.29065
H: 0.23572 -0.97779 -1.64345
C: -1.35198 2.94895 1.85233
C: -0.73995 4.28719 2.21910
O: -0.87399 5.22478 1.14310
C: -2.08028 5.79552 1.02387
O: -3.03330 5.59899 1.73432
O: -2.04950 6.61047 -0.04167
C: -3.30356 7.22265 -0.33562
H: -0.94485 2.57591 0.90972
H: -1.16518 2.21162 2.63555
H: -2.43157 3.03980 1.71636
H: 0.33011 4.16314 2.39454
H: -1.17313 4.68953 3.13857
H: -3.71364 7.72870 0.54048
H: -4.00472 6.47430 -0.70976
H: -3.13733 7.96493 -1.11628

3.
Entry from the Open Molecules 2025 dataset: C30H39BrCl5F8LiMgNNaO10S as an isolated structure (ωB97M-V/def2-TZVPD).

Values from the calculation:
E_HOMO = -5.47 eV
gap between HOMO and LUMO = 0.0589 hartree

CARTESIAN COORDINATES (ANGSTROEM)
C: 4.90340 -3.50611 -0.68474
C: 3.64272 -2.49003 -0.66318
O: 3.82388 -1.37201 -1.58988
C: 3.36919 -1.70136 -2.92730
C: 1.87643 -1.13452 -3.11087
C: 1.67634 0.41617 -2.70022
C: 0.30035 0.92195 -2.55736
C: -0.98849 0.00890 -2.79724
O: -2.17484 0.41812 -2.04699
C: -2.83926 -0.83535 -1.73413
C: -3.42182 -1.77494 -2.84636
C: -4.08673 -3.13065 -2.50549
C: -4.65415 -4.14940 -3.61064
C: -4.18460 -3.52974 -1.00160
C: -3.63281 -2.60109 0.11444
C: -2.95908 -1.23913 -0.22018
C: -2.35764 -0.18666 0.84198
C: -3.36543 1.10312 0.81696
C: -2.39521 -0.77022 2.34376
C: 0.08243 2.46698 -2.18665
O: -1.00821 3.09751 -2.42048
C: 1.24785 3.35617 -1.53172
C: 2.57148 2.84711 -1.66476
C: 2.82214 1.47774 -2.46946
O: 4.02663 1.34626 -2.94130
H: 4.52208 -4.52465 -1.06503
H: 5.31226 -3.63546 0.38276
H: 5.74469 -3.11400 -1.35125
H: 3.59579 -2.05680 0.39726
H: 2.67699 -3.08788 -0.81505
H: 4.03078 -1.29733 -3.76469
H: 3.27936 -2.85521 -2.96093
H: 1.58324 -1.22795 -4.24434
H: 1.17677 -1.85743 -2.54731
H: -0.81043 -1.09538 -2.57807
H: -1.26336 0.09883 -3.91310
H: -3.33353 -1.47509 -3.95470
H: -5.55570 -3.66920 -4.11811
H: -3.83712 -4.34869 -4.40209
H: -4.87194 -5.16619 -3.13049
H: -4.68611 -4.53437 -0.74845
H: -3.70587 -2.89676 1.21222
H: -1.33123 0.19431 0.51955
H: -3.87748 1.24174 -0.19429
H: -4.17810 0.87426 1.59889
H: -2.82483 2.08518 1.06053
H: -1.78189 -1.74249 2.44226
H: -1.96963 0.04121 3.03023
H: -3.47410 -0.96920 2.64855
H: 1.01093 4.35328 -0.98860
H: 3.42456 3.47018 -1.22135
O: 6.04954 -6.59675 -0.75776
S: 5.38662 -7.65325 -1.53318
O: 5.33269 -8.91873 -0.72359
O: 6.12685 -7.89829 -2.77630
O: 4.00222 -7.23937 -1.85269
Na: 1.25812 0.16610 -5.26304
C: -6.77610 -1.85481 3.27368
Cl: -8.10699 -2.88023 2.72028
Cl: -5.45136 -1.86553 2.09869
Cl: -7.34223 -0.20101 3.55938
H: -6.40334 -2.25595 4.21436
C: -1.97971 8.18176 -1.32001
C: -1.37087 6.93086 -0.77694
O: -0.20065 6.66203 -0.78775
N: -2.14648 5.87154 -0.16588
C: -3.59634 6.02121 0.04442
H: -1.19239 8.81400 -1.73102
H: -2.68550 7.93667 -2.11703
H: -2.48608 8.72929 -0.52233
H: -1.90044 5.03712 -0.72778
H: -1.61983 5.66553 0.69297
H: -3.93916 5.16161 0.62118
H: -4.09124 6.04104 -0.92633
H: -3.78277 6.93839 0.60342
Mg: 4.75115 2.18139 -4.56868
Cl: 0.06911 -2.59825 -5.33271
Br: 3.28083 -9.20816 -0.95846
C: 1.69774 2.23322 4.25032
C: 0.67606 1.09305 4.44263
C: 0.94410 0.11303 5.59424
F: 2.12042 -0.51044 5.49790
F: 0.00346 -0.85238 5.61831
F: 0.52739 0.44049 3.27513
F: -0.53632 1.68772 4.68733
O: 2.74191 2.03766 3.29973
C: 3.86709 1.28986 3.73149
C: 3.99295 -0.07594 3.04543
F: 2.85783 -0.80949 3.15755
F: 4.98425 -0.80092 3.61160
F: 3.84347 1.21498 5.08892
F: 4.94590 2.03901 3.42810
H: 1.13040 3.07536 3.84432
H: 2.09324 2.60212 5.20669
H: 0.91080 0.63091 6.56495
H: 4.21199 0.03943 1.97657
Cl: 5.19739 -0.71124 0.09934
Li: 1.47357 2.25155 7.39151

4.
Entry from the Open Molecules 2025 dataset: C3H3NO2 as an isolated structure (ωB97M-V/def2-TZVPD).

Values from the calculation:
E_HOMO (alpha / beta) = -11.00 / -11.00 eV
energy above the lowest of the compared OMol25 structures with the same formula, charge and spin = 60.8 kcal/mol
gap between HOMO and LUMO (alpha / beta) = 0.3480 / 0.3480 hartree

CARTESIAN COORDINATES (ANGSTROEM)
C: 1.28231 0.17511 0.12396
C: -1.56131 -0.28726 -0.63902
C: -0.09234 0.09825 0.65971
O: -2.57342 -0.30050 0.07916
N: -0.77170 0.17887 1.64726
O: -1.14555 -0.43054 -1.74891
H: 1.52213 -0.77070 -0.36692
H: 1.31619 0.94617 -0.64893
H: 2.02369 0.39060 0.89369

5.
Entry from the Open Molecules 2025 dataset: a 2-piece molecular cluster, C4H12N3 overall (ωB97M-V/def2-TZVPD).

Values from the calculation:
E_HOMO = -13.40 eV
energy above the lowest of the compared OMol25 structures with the same formula, charge and spin = 43.9 kcal/mol
net charge = +1
gap between HOMO and LUMO = 0.3314 hartree

CARTESIAN COORDINATES (ANGSTROEM)
C: -2.85419 0.90409 1.11816
C: -1.56428 0.09547 1.15545
C: -0.18534 0.48721 -0.80095
N: -0.47689 0.75139 0.40758
H: -2.68234 1.90456 1.51836
H: -3.23759 0.98706 0.10162
H: -3.59796 0.42027 1.74757
H: -1.19842 -0.04387 2.17215
H: -1.70692 -0.88368 0.70034
H: 0.60130 1.03247 -1.29144
H: -0.78183 -0.23214 -1.34370
H: -0.09198 1.56511 0.87929
N: 2.74347 -0.21944 -0.15338
C: 2.40884 -1.32003 -0.93106
N: 1.68972 -1.23829 -1.98462
H: 2.87616 0.60353 -0.72751
H: 3.58271 -0.38676 0.39014
H: 2.76966 -2.26918 -0.53233
H: 1.70591 -2.15778 -2.42570

6.
Entry from the Open Molecules 2025 dataset: an isolated ion of composition C4H9N2 and charge +1 (ωB97M-V/def2-TZVPD).

Values from the calculation:
E_HOMO = -15.97 eV
energy above the lowest of the compared OMol25 structures with the same formula, charge and spin = 86.2 kcal/mol
SMILES = C=N[N+](=C)CC
net charge = +1
gap between HOMO and LUMO = 0.4070 hartree

CARTESIAN COORDINATES (ANGSTROEM)
C: -1.62328 -1.29454 1.11238
C: 0.86143 -1.39379 -0.62964
C: 0.67588 1.82509 0.18198
C: 0.06845 0.77535 -0.82789
N: 0.02216 -0.53700 -0.23953
N: -0.63771 -0.52388 0.99782
H: -2.04985 -1.95597 0.41411
H: -2.04028 -1.25423 2.12640
H: 0.89148 -2.32100 -0.07958
H: 1.34669 -1.11654 -1.48835
H: 1.82673 1.68112 0.00504
H: 0.46041 2.84508 -0.06649
H: 0.66633 1.61887 1.17557
H: -0.98571 1.04666 -0.85573
H: 0.51729 0.60478 -1.82610

- Which formula does entry 2 have?
  C13H24FO10PS